(1)
Here is 7 unconnected molecules or ions with the total composition C50H108N7O5 from the OMol25 dataset. Energies are from wB97M-V/def2-TZVPD.

Its HOMO energy is -19.1 eV. Its molar mass is 887.46 g/mol. As for the total charge: +5. As for the energy above the lowest of the compared OMol25 structures with the same formula, charge and spin: 0.0 kJ/mol.

Geometry (Å):
1 H -1.5259 -2.6143 0.5047
2 O 0.8188 0.7998 0.9115
3 H -4.5486 -1.2201 0.0249
4 H -3.0221 4.4044 2.7233
5 C 2.7932 3.3992 -0.9335
6 N 0.4005 -3.5818 3.0877
7 H 2.5809 -3.1466 -5.7958
8 H -5.8793 -0.9039 -1.1091
9 H -3.6683 -2.9999 -0.8468
10 C 2.8761 3.8338 3.4445
11 H -0.7799 5.0241 5.0818
12 H -6.2719 4.5795 2.0339
13 H 2.0593 1.0305 5.1837
14 H -1.5420 -0.3133 -3.0972
15 H 4.2496 -4.6700 -5.0853
16 H -5.5114 2.9542 0.0235
17 C -3.5161 -2.2158 -2.8499
18 C -0.2018 -4.9521 5.2164
19 H 0.5534 3.2837 8.1162
20 H 0.9021 -2.6266 -2.3577
21 C -0.5955 -6.3943 5.6493
22 H 1.9119 -3.3275 4.4616
23 C -1.3036 2.0043 -4.7689
24 H 4.5837 4.5915 -1.7427
25 C -1.8460 4.7164 -0.4569
26 O -0.8997 -5.1319 -4.6950
27 H -0.0483 -6.3415 -6.9336
28 H -2.3528 -2.0217 2.9509
29 C -4.8249 -1.1620 -1.0280
30 H 2.7989 -2.7280 -4.1680
31 H -3.3451 1.5890 -4.5788
32 H 1.4900 -6.7589 -2.9724
33 C 1.9115 -3.4600 3.3816
34 H -5.2957 5.2493 -0.1859
35 H -1.9556 -3.6485 1.7959
36 H -2.9711 2.9433 -0.7594
37 N 2.2396 3.6313 5.8004
38 C -4.3060 -2.5016 -1.5755
39 H 6.6876 0.7226 -2.8545
40 C 6.3253 -1.3302 -3.6442
41 H 2.2957 -4.4437 3.1159
42 H -5.4592 2.5277 1.7132
43 C 4.0701 0.5870 -0.4193
44 C -4.8187 5.3539 0.7879
45 H 2.2632 1.1580 3.4209
46 C 0.1543 -3.4921 1.5542
47 C -1.3590 -1.8289 2.5483
48 C 5.0262 2.6753 -1.5443
49 C 0.3563 4.1485 7.4818
50 H 0.3959 -2.4395 -6.0485
51 H 6.6227 -0.9869 -4.6350
52 H 3.1297 -6.8000 -5.6953
53 H -2.4731 -2.5352 -2.8881
54 C 1.0306 -3.6419 -4.3156
55 H -4.3721 0.9000 -1.8754
56 H -4.1500 6.2150 0.8249
57 H 3.7610 -0.2678 -2.9042
58 H 1.9190 3.9898 2.9502
59 H 5.4789 2.8093 -2.5240
60 O 3.1140 4.3912 6.3930
61 H -0.0855 2.3050 3.4733
62 C -2.3754 -0.1283 -3.7783
63 H -0.6568 -6.5675 6.7252
64 H 3.7569 3.5690 2.8607
65 H 4.4577 1.4286 4.2227
66 C -4.8580 -0.4428 -3.8759
67 C -0.1377 -4.9128 3.6926
68 C 1.8508 1.6440 4.3041
69 H -1.0247 4.1392 -0.8755
70 O -1.1887 1.0345 0.1247
71 H 6.0448 -0.4074 -1.7749
72 C -2.8022 4.0009 1.7363
73 H 0.1602 -7.1403 5.3983
74 N -0.0746 0.4321 0.1591
75 H -1.0204 -4.3442 5.6054
76 C 0.5126 -7.0046 -6.2738
77 O 0.1048 -0.4478 -0.6998
78 C 3.2533 -4.8841 -4.6981
79 H -1.1228 2.5884 5.8962
80 H -1.8868 5.7590 -0.7668
81 H -2.2618 -0.7141 -4.6892
82 H -1.1354 -5.0663 3.2834
83 C -0.0524 2.4820 5.7160
84 H 0.2462 -7.4850 -3.5373
85 H 5.6941 2.3337 -0.7543
86 C 1.2065 -7.1651 -3.9473
87 C -3.2081 3.9873 -0.5553
88 H -1.2165 5.6227 1.5595
89 H 7.1698 -1.9192 -3.2871
90 H -1.6904 2.8218 -5.3757
91 H -3.8612 -2.6898 -3.7693
92 C 0.7141 3.8045 6.0588
93 H 0.2369 -4.4781 1.0987
94 H -5.7340 -0.8982 -3.4158
95 H 0.7751 5.9864 5.3302
96 C 2.4525 -3.5545 -4.7927
97 H 2.7338 2.6054 -2.9932
98 C -4.8322 2.7771 0.8593
99 H -0.1476 0.8808 4.2430
100 H 5.0898 0.3053 -0.1640
101 C -6.6315 6.7675 2.1219
102 H -6.0087 7.6601 2.1692
103 C 0.2304 -2.4877 -4.9724
104 H -4.2214 1.9150 0.5962
105 H 0.8871 5.0291 7.8410
106 H 4.4550 1.8093 5.9405
107 C 4.1719 2.1824 4.9542
108 H -4.8103 -0.8355 -4.8910
109 C -5.7266 5.5255 2.0094
110 H -2.9927 0.0157 -1.2375
111 H -0.5246 -2.2384 4.5959
112 H 0.0022 -3.9692 -2.3048
113 C 1.1942 -6.2352 -5.1464
114 H -5.1317 5.4720 2.9235
115 H 1.7938 -8.0585 -4.1542
116 H 4.3715 1.1813 -3.7921
117 H 3.4632 -0.2869 -0.6477
118 C 2.7797 2.8339 4.5915
119 C -0.2601 -2.2416 3.5398
120 H -3.8368 4.3448 -1.3702
121 C 5.9402 -0.0694 -2.8078
122 H 1.8448 1.6453 -1.8072
123 H -0.2486 -7.6832 -5.8915
124 H 0.5817 -5.6363 3.3106
125 N 0.3657 -4.9055 -4.9206
126 N -3.5746 -0.7386 -3.0161
127 H 5.5436 -2.0895 -3.6931
128 C 4.2262 3.8826 -0.9967
129 H 3.1249 4.8198 3.8402
130 H 2.3429 -2.6556 2.7908
131 H 4.9430 2.9541 5.0202
132 C 0.9267 -3.6319 -2.7801
133 H 0.0946 1.7019 6.4664
134 N -3.9952 4.0682 0.7730
135 C -3.9717 -0.0979 -1.7099
136 H 0.4170 -1.5605 -4.4308
137 H 3.2945 -5.2010 -3.6564
138 H 0.7124 -4.5265 5.6288
139 H -1.1717 -0.7818 2.3163
140 H -0.6476 4.1689 1.2475
141 C 0.3110 5.0286 5.1058
142 H 3.7121 1.2273 0.3849
143 C -1.2201 -2.8932 1.5141
144 C -1.5877 4.7053 1.1006
145 H -1.5689 -6.8022 5.3755
146 H 1.6368 -4.3379 -2.3497
147 H 0.9301 -2.8371 1.1582
148 H -7.2794 6.8487 1.2498
149 C 4.5032 0.5299 -2.9291
150 H -0.9970 1.2147 -5.4575
151 H 2.2231 4.2466 -1.3157
152 H 2.5962 -5.4164 -6.6613
153 C 2.6151 -5.8398 -5.6571
154 C 2.7415 2.2453 -1.9648
155 H -2.4957 2.9566 1.7922
156 H -7.2137 6.5998 3.0260
157 H -2.5850 1.9467 -3.0544
158 H 1.2720 -7.5180 -6.8612
159 N 4.0674 1.4457 -1.7088
160 H 4.3458 4.2507 0.0221
161 H -0.4481 2.3596 -4.1961
162 H 0.4139 4.7891 4.0461
163 H -0.8594 -2.5482 -4.9534
164 H -5.0297 0.6310 -3.9040
165 H -0.7189 4.3028 7.5678
166 H -5.1701 -3.1489 -1.7232
167 H 0.5286 -1.5054 3.3836
168 C -2.4438 1.4073 -3.9921
169 H 2.3872 2.9299 -0.0386
170 C 0.3371 1.8507 4.3729

Mulliken population analysis, charges in e, atoms 1 to 2: -0.114, -0.386

(2)
Here is C2H2Cl2O in the gas phase from the OMol25 dataset. Energies are from wB97M-V/def2-TZVPD.

Its HOMO energy is -11.1 eV. Its molar mass is 112.94 g/mol. As for the total charge: 0. Its SMILES is ClC1(Cl)CO1. As for the energy above the lowest of the compared OMol25 structures with the same formula, charge and spin: 150.6 kJ/mol.

Geometry (Å):
1 C 0.7388 0.3020 -0.2968
2 H 0.4622 0.6045 -1.3642
3 Cl -0.8011 -0.3439 2.0029
4 Cl -1.9909 -0.0540 -0.7458
5 O 0.4429 -1.0749 -0.2248
6 C -0.4595 -0.2410 0.3187
7 H 1.6076 0.8073 0.3101

Mulliken population analysis, charges in e, atoms 1 to 2: -0.364, 0.239

(3)
Here is 2 unconnected molecules or ions with the total composition C3H11N4 from the OMol25 dataset. Energies are from wB97M-V/def2-TZVPD.

Its HOMO energy is -13.0 eV. Its molar mass is 103.15 g/mol. As for the total charge: +1. As for the energy above the lowest of the compared OMol25 structures with the same formula, charge and spin: 96.8 kJ/mol.

Geometry (Å):
1 H 0.5216 1.9633 -1.2877
2 H 3.0120 -2.6800 0.4963
3 H -1.9866 -0.4118 2.0779
4 C -1.4838 0.8126 0.7822
5 N 0.2245 -1.4019 -0.3631
6 H -0.9387 3.1343 -1.4321
7 H 1.4624 -0.9722 1.2622
8 H -0.0576 2.9218 0.1161
9 H 0.1950 -1.9303 -1.2326
10 N -1.8750 -0.4112 1.0704
11 C -0.3937 2.3902 -0.7745
12 H 2.4781 -2.4409 -1.0628
13 N -1.3727 1.3477 -0.4419
14 H -1.0621 1.3970 1.5655
15 H -0.6426 -1.0844 0.1903
16 C 1.3620 -1.4836 0.3147
17 N 2.4776 -2.0668 -0.1188
18 H -1.9203 0.9164 -1.1621

Mulliken population analysis, charges in e, atoms 1 to 2: 0.248, 0.289

(4)
Here is 2 unconnected molecules or ions with the total composition C9H19N3 from the OMol25 dataset. Energies are from wB97M-V/def2-TZVPD.

Its HOMO energy is -8.6 eV. Its molar mass is 169.27 g/mol. As for the total charge: 0. Its SMILES is [H]/N=C(\N)C1CC1.C=CCCNC. As for the energy above the lowest of the compared OMol25 structures with the same formula, charge and spin: 0.0 kJ/mol.

Geometry (Å):
1 H 0.2744 -2.0862 1.0472
2 H 2.5771 -1.9759 2.2468
3 C -4.0877 -1.7734 -0.5194
4 C -1.8986 1.1423 -0.5563
5 H 2.9637 1.9331 -1.3104
6 H -0.9957 1.7693 1.9595
7 H 0.0145 1.8262 -0.7932
8 N -0.5591 1.4384 -0.0669
9 C 2.5162 -1.8026 1.1824
10 H -4.6298 0.2261 -0.1546
11 H -1.8692 0.8281 -1.5962
12 H 0.4774 2.5444 1.3895
13 H 2.9136 1.8631 0.3838
14 H 3.3577 -2.1806 0.6098
15 H -2.5866 2.0007 -0.4697
16 H -1.7613 -0.8699 0.1896
17 H -5.1039 -2.0928 -0.7511
18 C 1.1839 -1.8787 0.4960
19 N 2.8325 -0.6768 -1.5348
20 C 1.8624 -0.5614 0.6540
21 H -3.2803 -2.5124 -0.6088
22 C -2.4793 -0.0255 0.2704
23 N 2.5861 1.4638 -0.4938
24 H 1.4927 0.1521 1.3746
25 C 2.4838 0.0751 -0.5624
26 H -1.0793 3.2673 0.9683
27 H 1.1516 -2.2483 -0.5311
28 C -3.8223 -0.5080 -0.1479
29 H 3.3279 -0.1363 -2.2432
30 C -0.5460 2.3063 1.1216
31 H -2.5356 0.2704 1.3278

Mulliken population analysis, charges in e, atoms 1 to 2: 0.248, 0.267

no.,orbital gap (eV),calculated total energy (a.u.)
1,5.924,-2727.17729
2,11.750,-1072.96721
3,9.298,-339.68280
4,9.442,-518.52371